No. 1
ORCA calculation (the ωB97M-V functional and the def2-TZVPD basis) on a molecular structure, C44H37AuCl3GeN4O4S2.

Geometry as XYZ:
```
96
C44H37AuCl3GeN4O4S2 (the ωB97M-V functional and the def2-TZVPD basis)
Au 0.6280 3.2734 -2.2675
C 0.3364 1.5259 7.5371
C 0.3258 1.4456 6.0429
C 1.3533 2.0023 5.2846
C 1.3164 1.9499 3.9001
C 0.2501 1.3251 3.2793
C -0.7914 0.7701 4.0060
C -0.7366 0.8195 5.3851
S 0.2288 1.2262 1.4899
O -1.1834 1.3146 1.0792
C 0.7594 -0.4980 1.3684
C 2.1445 -0.6544 1.5754
C 2.7161 -1.8883 1.5614
C 1.9368 -3.0307 1.2796
C 2.5221 -4.3101 1.1714
C 1.7661 -5.4007 0.8415
C 0.3927 -5.2528 0.5933
C -0.2067 -4.0267 0.7029
C 0.5423 -2.8833 1.0663
C -0.0587 -1.5784 1.1359
C -1.5231 -1.5052 0.9295
C -2.3994 -2.1105 1.8741
C -1.9326 -2.6061 3.1141
C -2.8037 -3.1520 4.0189
C -4.1760 -3.2369 3.7312
C -4.6574 -2.7635 2.5409
C -3.7900 -2.1858 1.5867
C -4.2775 -1.6667 0.3729
C -3.4404 -1.0445 -0.5110
C -2.0726 -0.9650 -0.2361
S -1.0220 -0.0894 -1.4267
O -2.0210 0.2284 -2.5315
C -0.1139 -1.5277 -2.0164
C 1.2673 -1.4487 -1.9922
C 2.0225 -2.5214 -2.4352
C 1.4052 -3.6763 -2.9078
C 2.2092 -4.8447 -3.3904
C 0.0095 -3.7256 -2.9299
C -0.7541 -2.6640 -2.4849
H 1.1780 2.1112 7.8989
H 0.3925 0.5255 7.9676
H -0.5888 1.9757 7.8965
H 2.1844 2.4883 5.7779
H 2.0935 2.4079 3.3031
H -1.6224 0.3075 3.4925
H -1.5307 0.3699 5.9663
H 2.7365 0.2265 1.7845
H 3.7713 -2.0118 1.7651
H 3.5843 -4.4122 1.3467
H 2.2219 -6.3767 0.7593
H -0.1964 -6.1144 0.3117
H -1.2629 -3.9281 0.4982
H -0.8778 -2.5401 3.3458
H -2.4334 -3.5301 4.9610
H -4.8495 -3.6765 4.4532
H -5.7145 -2.8150 2.3188
H -5.3323 -1.7554 0.1531
H -3.8047 -0.6149 -1.4334
H 1.7461 -0.5510 -1.6253
H 3.1029 -2.4579 -2.4282
H 3.2775 -4.6451 -3.3372
H 1.9478 -5.0835 -4.4218
H 1.9930 -5.7316 -2.7934
H -0.4855 -4.6080 -3.3122
H -1.8347 -2.7055 -2.5133
N 6.7441 2.6122 -2.9736
C 5.4275 2.6653 -2.7451
C 4.5172 1.9097 -3.5147
C 3.1775 1.9820 -3.2563
N 2.6603 2.7670 -2.2913
C 3.5151 3.4925 -1.5465
C 4.8712 3.4585 -1.7189
H 7.1095 2.1035 -3.7600
H 7.3865 3.1833 -2.4520
H 4.8781 1.2851 -4.3185
H 2.4738 1.4184 -3.8504
H 3.0674 4.1329 -0.7973
H 5.5096 4.0610 -1.0887
Cl 0.3912 2.9572 -4.6815
Ge -1.7101 1.3151 -4.6116
Cl -3.4375 1.1296 -5.8837
Cl -0.4375 -0.4326 -5.1090
C -4.6149 4.8392 -3.3634
N -3.4181 4.8035 -2.5293
C -3.3062 5.6339 -1.4539
C -2.2294 5.6306 -0.6286
C -1.1579 4.7632 -0.9715
O -0.0228 4.6705 -0.4202
N -1.3131 3.9615 -2.0581
C -2.4042 3.9125 -2.8378
O -2.5205 3.1196 -3.8033
H -4.8886 5.8694 -3.5818
H -5.4454 4.3491 -2.8555
H -4.4118 4.3120 -4.2896
H -4.1347 6.3090 -1.2869
H -2.1444 6.3071 0.2047
```

Output
* spin multiplicity: 2
* electronic energy: -6608.02321 Eh
* HOMO energy (alpha / beta): -12.03 / -12.03 eV
* charge: +2
* F_max: 3.4 eV/A
* energy relative to the best compared isomer or geometry (same formula, charge and spin): 2.600 eV



No. 2
ORCA calculation (the ωB97M-V functional and the def2-TZVPD basis) on 2 unconnected molecules or ions with the total composition C5H5NO3S2.

Geometry as XYZ:
```
16
C5H5NO3S2 (the ωB97M-V functional and the def2-TZVPD basis)
C -0.5504 1.4783 -0.0091
C 0.3624 1.2239 -1.1164
C -0.1827 0.9062 1.1489
C 1.3820 0.0584 -0.6400
C -0.1049 -3.1922 1.0701
N 0.8060 -3.7108 0.4894
O -0.9573 -2.8167 1.7702
O 2.8271 -1.8622 -0.1262
O 0.7689 2.4771 -1.6531
S 1.3561 0.0940 1.0712
S 2.3348 -1.1888 -1.3012
H -1.3215 2.2204 -0.0720
H -0.1419 0.9233 -2.0165
H -0.5962 1.0374 2.0740
H 1.5822 -3.2157 0.0866
H 1.0401 3.0831 -0.9785
```

Output
* spin multiplicity: 1
* electronic energy: -1270.28816 Eh
* HOMO energy (alpha / beta): -8.74 / -8.74 eV
* F_max: 4.7 eV/A
* energy relative to the best compared isomer or geometry (same formula, charge and spin): 1.714 eV



No. 3
ORCA calculation (the ωB97M-V functional and the def2-TZVPD basis) on a molecular structure, C26H32O11P3Ti.

Geometry as XYZ:
```
73
C26H32O11P3Ti (the ωB97M-V functional and the def2-TZVPD basis)
Ti -8.0841 -12.1522 1.0661
C -5.0701 -12.0224 -0.0449
C -5.9786 -11.3576 -1.0528
O -6.9537 -10.5430 -0.4147
C -6.6225 -9.2344 -0.0061
C -7.2268 -9.0283 1.3514
O -6.9995 -10.2592 2.0283
C -7.0958 -10.1557 3.4595
C -6.3832 -11.3599 3.9837
O -6.9748 -12.5181 3.4160
C -6.0803 -13.5830 3.1342
C -5.1790 -13.1931 1.9778
O -5.9474 -12.7168 0.8768
H -4.5108 -11.2748 0.5302
H -4.3788 -12.7244 -0.5088
H -6.5536 -12.1366 -1.5717
H -5.4169 -10.7437 -1.8005
H -7.0640 -8.5261 -0.7288
H -5.5380 -9.0600 -0.0057
H -8.2906 -8.7737 1.3444
H -6.7082 -8.2369 1.9272
H -8.1275 -10.1242 3.7801
H -6.5450 -9.2680 3.7975
H -6.5566 -11.4322 5.0542
H -5.3079 -11.3750 3.8026
H -6.7527 -14.4048 2.8105
H -5.4890 -13.8348 4.0295
H -4.5694 -14.0284 1.6672
H -4.4772 -12.4019 2.2350
C -10.0218 -18.2704 -4.6063
C -8.7082 -17.8334 -4.4937
C -8.3649 -16.8970 -3.5344
C -9.3178 -16.4076 -2.6311
C -10.6357 -16.8755 -2.7483
C -10.9728 -17.8383 -3.7006
P -9.0745 -15.3537 -1.1212
C -7.3086 -15.5912 -0.7023
C -6.2261 -15.3863 -1.5411
C -4.9519 -15.6314 -1.0629
C -4.7771 -16.1632 0.2118
C -5.8553 -16.3870 1.0660
C -7.1333 -16.0789 0.6226
C -9.2211 -13.5516 -1.6542
C -9.7927 -13.3779 -2.9277
C -10.1702 -12.1200 -3.3902
C -9.9622 -11.0451 -2.5910
C -9.3904 -11.1921 -1.3317
C -8.9227 -12.4155 -0.8545
H -10.2932 -18.9814 -5.3776
H -8.0064 -18.1843 -5.2395
H -7.3280 -16.5959 -3.4942
H -11.3564 -16.4934 -2.0417
H -11.9704 -18.2406 -3.7926
H -6.3958 -14.9587 -2.5248
H -4.0770 -15.4741 -1.6869
H -3.7732 -16.4354 0.4995
H -5.6800 -16.7992 2.0432
H -8.0068 -16.1612 1.2487
H -9.9768 -14.2335 -3.5854
H -10.6824 -12.0375 -4.3134
H -10.3375 -10.0325 -2.7791
H -9.2965 -10.3083 -0.7091
O -9.5451 -13.7605 4.2535
P -10.1160 -13.9560 2.8121
O -11.0364 -15.0610 2.6622
O -8.9227 -13.8170 1.8389
O -11.0372 -12.5981 2.5912
P -10.3889 -11.1758 2.7759
O -11.6658 -10.3111 2.5207
O -9.8886 -11.0600 4.1680
O -9.4052 -10.8465 1.6576
H -9.5854 -12.8229 4.5266
H -12.0726 -10.0252 3.3521
```

Output
* spin multiplicity: 2
* electronic energy: -3711.42119 Eh
* HOMO energy (alpha / beta): -7.52 / -7.59 eV
* F_max: 2.3 eV/A



No. 4
ORCA calculation (the ωB97M-V functional and the def2-TZVPD basis) on a molecular structure, C24H12BCeCl3F14N9OSe.

Geometry as XYZ:
```
66
C24H12BCeCl3F14N9OSe (the ωB97M-V functional and the def2-TZVPD basis)
Ce -13.6502 -12.1431 3.9355
C -10.7032 -10.1293 6.8687
C -11.9036 -10.2122 6.1621
N -11.9141 -11.3002 5.3859
N -10.6836 -11.9551 5.5715
C -10.0141 -11.2999 6.5336
B -10.3407 -13.2318 4.8192
N -11.4198 -14.4712 5.0531
C -11.3536 -15.5907 5.8312
C -12.5618 -16.2429 5.7611
C -13.3391 -15.4873 4.8840
N -12.6443 -14.3840 4.5253
N -10.5170 -12.9309 3.2760
C -9.5591 -13.0809 2.2778
C -10.2217 -13.0027 1.0514
C -11.5495 -12.7665 1.3904
N -11.6986 -12.6332 2.7123
N -8.8929 -13.5802 5.0541
C -8.3231 -14.7883 4.8235
C -6.9733 -14.6588 4.8650
C -6.8150 -13.3025 5.1960
N -7.9464 -12.6496 5.2458
H -10.2823 -9.3747 7.4601
H -12.6098 -9.4404 6.0989
H -9.0276 -11.5916 6.8617
H -10.4633 -15.8912 6.3439
H -12.7799 -17.2057 6.1641
H -14.2295 -15.6259 4.3159
H -8.5530 -13.3030 2.5890
H -9.8838 -13.1390 0.0703
H -12.3869 -12.5455 0.7529
H -8.9085 -15.6359 4.5996
H -6.2723 -15.4707 4.7384
H -5.9097 -12.7624 5.3492
F -14.4019 -7.1130 2.2100
C -14.3943 -8.2441 2.8367
F -15.6239 -8.4882 3.3406
F -13.5505 -8.1891 3.8718
C -13.9317 -9.3942 1.8756
O -13.6699 -10.5025 2.6570
C -12.6682 -8.9435 1.0970
F -11.6647 -8.8887 1.9256
F -12.8245 -7.8179 0.4740
F -12.4098 -9.9366 0.1958
C -15.0721 -9.7313 0.9231
F -15.5891 -8.6397 0.3855
F -14.6964 -10.5103 -0.0785
F -16.1020 -10.3321 1.5745
F -17.8910 -16.5138 4.1862
C -17.2670 -15.4860 4.7524
C -16.4537 -15.6327 5.8768
F -16.3917 -16.8899 6.3764
C -15.7908 -14.5115 6.3274
F -14.8843 -14.7239 7.2903
C -15.8590 -13.2634 5.6323
Se -14.9217 -11.8418 6.3724
C -16.7855 -13.2137 4.5989
F -16.9667 -12.0655 3.9960
C -17.5408 -14.2806 4.2157
F -18.4391 -14.1789 3.2325
Cl -17.5647 -15.3599 0.0078
C -15.9515 -15.4306 0.6309
Cl -15.8129 -16.9083 1.6031
Cl -14.7217 -15.4443 -0.6717
C -15.5224 -14.3206 1.5041
N -15.0884 -13.5429 2.1977
```

Output
* spin multiplicity: 1
* electronic energy: -7169.83427 Eh
* HOMO energy (alpha / beta): -11.70 / -11.70 eV
* charge: +1
* F_max: 2.4 eV/A



The lowest electronic energy belongs to which entry?
C24H12BCeCl3F14N9OSe



Which of these has the lowest F_max?
C26H32O11P3Ti